(1)
29
Properties=species:S:1:pos:R:3:lowdin_charge:R:1 method="wB97M-V/def2-TZVPD" e_lumo_ev=0.428 homo_lumo_gap_ev=9.339 relative_energy_ev=2.302 fmax_ev_per_a=4.20
C 1.874 2.512 -0.452 -0.30
C 1.052 3.210 0.279 -0.03
C -0.823 -3.498 1.875 -0.07
C -0.404 0.368 -2.457 -0.18
C -0.191 -2.328 0.968 -0.26
C 0.396 -1.075 1.600 -0.18
C 0.377 -0.085 0.352 -0.19
C -1.113 0.323 0.008 -0.34
C -0.994 1.106 -1.258 -0.83
N 2.478 2.310 -1.499 0.17
I -3.013 1.709 -1.614 0.83
H -0.281 2.093 -1.115 0.09
H 0.778 4.217 0.056 0.07
H 0.716 2.840 1.296 0.09
H -1.715 -3.215 2.355 0.04
H -0.013 -3.649 2.576 0.06
H -0.996 -4.233 1.090 0.07
H 0.341 1.020 -2.909 0.06
H -1.008 -0.094 -3.279 0.08
H 0.013 -0.580 -2.109 0.06
H 0.603 -2.766 0.394 0.10
H -0.981 -1.938 0.328 0.07
H -0.298 -0.628 2.385 0.13
H 1.397 -1.065 2.014 0.09
H 0.941 -0.284 -0.510 0.07
H 0.895 0.876 0.637 0.07
H -1.566 0.909 0.731 0.06
H -1.952 -0.388 -0.204 0.08
H 3.488 2.332 -1.536 0.08

---

(2)
11
Properties=species:S:1:pos:R:3:lowdin_charge:R:1 method="wB97M-V/def2-TZVPD" e_lumo_ev=0.062 homo_lumo_gap_ev=8.754 relative_energy_ev=5.282 fmax_ev_per_a=4.84
O -2.723 0.345 -0.151 -0.07
N -1.716 -0.582 0.154 0.01
C -0.527 -0.189 -0.037 -0.29
C 0.099 1.142 0.091 -0.07
N 1.345 1.322 -0.005 0.08
N 1.983 0.179 -0.032 -0.11
N 1.624 -1.072 -0.051 0.00
N 0.395 -1.355 0.042 0.08
H -3.548 -0.175 0.020 0.11
H -0.510 2.029 0.255 0.12
H 2.989 0.229 -0.152 0.15

---

(3)
48
Properties=species:S:1:pos:R:3:mulliken_spin:R:1 method="wB97M-V/def2-TZVPD" total_charge=-2 e_lumo_ev="4.115 / 4.118" homo_lumo_gap_ev="4.732 / 4.735" relative_energy_ev=1.045 fmax_ev_per_a=0.65 spin_multiplicity=4
V 0.345 -0.260 -0.143 2.78
C -1.564 -1.419 -2.625 0.01
C -0.626 -0.258 -3.035 0.05
N -0.374 0.643 -1.914 -0.01
C 0.207 1.986 -2.123 0.04
C 1.233 2.380 -1.015 0.04
N 0.920 1.746 0.276 -0.01
C 1.785 2.012 1.436 0.01
C 2.177 0.734 2.214 0.06
C 1.060 -0.091 2.891 0.01
N 0.247 -0.832 1.912 0.04
C -0.063 -2.262 2.074 0.02
C -0.329 -2.967 0.700 0.05
N -0.824 -2.030 -0.319 -0.03
C -1.015 -2.517 -1.684 0.06
H -1.872 -1.919 -3.548 0.00
H -2.463 -0.991 -2.168 0.00
H -1.089 0.279 -3.875 0.00
H 0.331 -0.670 -3.375 -0.01
H -1.287 0.802 -1.446 -0.01
H -0.598 2.724 -2.140 -0.01
H 0.722 2.013 -3.087 0.00
H 1.246 3.474 -0.931 0.00
H 2.230 2.038 -1.303 0.00
H -0.051 1.981 0.533 -0.01
H 1.293 2.726 2.103 0.00
H 2.711 2.474 1.080 -0.01
H 2.890 1.037 2.989 0.00
H 2.688 0.068 1.511 0.00
H 0.407 0.566 3.475 -0.01
H 1.528 -0.796 3.586 0.00
H -0.675 -0.340 1.873 -0.03
H -0.929 -2.394 2.729 -0.01
H 0.796 -2.752 2.538 -0.01
H -1.034 -3.796 0.846 0.00
H 0.611 -3.373 0.319 0.01
H -1.714 -1.625 0.002 0.01
H -1.709 -3.369 -1.695 0.00
H -0.046 -2.862 -2.058 0.00
C 2.220 -1.082 -1.068 -0.03
H 2.566 -0.468 -1.919 0.00
H 2.093 -2.099 -1.487 0.01
H 3.100 -1.172 -0.406 0.00
Se -2.462 4.594 0.696 0.00
Sb -3.543 2.661 1.739 0.00
Se -2.230 0.716 0.644 -0.01
Se -5.849 2.277 1.082 0.00
Se -3.057 2.410 4.115 0.00

---

(4)
55
Properties=species:S:1:pos:R:3:lowdin_charge:R:1 method="wB97M-V/def2-TZVPD" total_charge=+3 e_lumo_ev="-11.063 / -11.066" homo_lumo_gap_ev="6.443 / 6.441" fmax_ev_per_a=2.17
Ti -0.069 0.186 0.029 1.07
C 0.777 2.829 0.817 -0.01
N 1.347 1.547 0.365 -0.34
C 2.099 1.684 -0.904 -0.06
C 2.271 1.000 1.370 -0.19
C 3.442 1.634 1.745 0.02
C 4.272 1.035 2.687 0.01
C 3.923 -0.192 3.224 0.00
C 2.750 -0.831 2.851 0.04
C 1.879 -0.231 1.936 -0.16
N 0.604 -0.640 1.513 -0.01
C -0.303 -1.316 2.345 -0.16
C -0.061 -2.202 3.398 0.04
C -1.108 -2.676 4.171 0.00
C -2.417 -2.304 3.909 0.01
C -2.687 -1.449 2.847 0.02
C -1.645 -0.973 2.074 -0.19
N -1.836 -0.078 0.923 -0.33
C -2.667 -0.797 -0.070 -0.05
C -2.449 1.195 1.346 -0.01
H 1.545 3.609 0.878 0.13
H 0.361 2.700 1.831 0.12
H -0.002 3.159 0.110 0.09
H 3.000 2.290 -0.763 0.12
H 1.487 2.174 -1.665 0.06
H 2.420 0.690 -1.255 0.13
H 3.727 2.589 1.329 0.13
H 5.187 1.523 2.988 0.14
H 4.567 -0.663 3.951 0.14
H 2.553 -1.803 3.263 0.11
H 0.929 -2.554 3.624 0.11
H -0.894 -3.340 4.995 0.14
H -3.223 -2.680 4.520 0.14
H -3.713 -1.167 2.651 0.13
H -3.614 -1.121 0.376 0.12
H -2.138 -1.700 -0.415 0.13
H -2.904 -0.150 -0.919 0.06
H -3.473 1.043 1.706 0.13
H -2.477 1.896 0.496 0.09
H -1.867 1.614 2.183 0.12
S -0.876 1.123 -2.059 0.75
C -1.722 2.016 -3.303 -0.66
N -2.315 3.148 -2.981 0.05
C -2.985 3.994 -3.967 -0.12
C -2.355 3.768 -5.334 -0.13
C -2.329 2.277 -5.644 -0.12
N -1.716 1.555 -4.532 0.06
H -2.305 3.470 -2.025 0.14
H -2.878 5.034 -3.654 0.14
H -4.051 3.747 -3.985 0.14
H -1.341 4.172 -5.348 0.13
H -2.932 4.291 -6.095 0.14
H -1.746 2.077 -6.545 0.15
H -3.343 1.897 -5.800 0.14
H -1.273 0.672 -4.743 0.16

---

(5)
18
Properties=species:S:1:pos:R:3:lowdin_charge:R:1 method="wB97M-V/def2-TZVPD" smiles=CCS.NCN e_lumo_ev=0.904 homo_lumo_gap_ev=9.870 relative_energy_ev=1.360 fmax_ev_per_a=3.95
C 0.701 0.636 1.700 -0.21
C 1.770 0.001 0.860 -0.62
S 3.350 0.211 1.767 0.67
H 0.354 1.606 1.269 0.09
H 1.002 0.831 2.662 0.00
H -0.134 -0.123 1.835 0.08
H 1.496 -1.060 0.674 0.07
H 1.947 0.413 -0.140 0.06
H 3.704 -1.063 2.094 -0.15
N -1.271 0.816 -2.416 -0.06
C -1.989 0.060 -1.274 -0.34
N -1.236 -1.066 -0.698 -0.01
H -1.720 0.624 -3.445 0.11
H -0.344 0.433 -2.242 0.02
H -1.940 0.855 -0.492 0.09
H -3.022 -0.225 -1.451 0.09
H -1.688 -1.980 -0.936 0.09
H -0.979 -0.969 0.236 -0.01

---

(6)
12
Properties=species:S:1:pos:R:3:lowdin_charge:R:1 method="wB97M-V/def2-TZVPD" e_lumo_ev=0.586 homo_lumo_gap_ev=9.405 relative_energy_ev=6.111 fmax_ev_per_a=4.36
C 1.450 0.228 0.551 0.07
C -0.966 1.135 1.268 -0.44
C -1.459 0.157 -0.756 -0.03
N 1.777 -0.692 -0.075 -0.24
N -0.655 1.115 2.368 0.17
N 2.004 -1.843 -0.383 0.05
O -1.113 1.301 0.012 -0.04
H 1.812 1.200 0.990 0.12
H -0.520 -0.433 -1.124 0.11
H -2.135 0.468 -1.464 0.07
H -1.799 -0.583 -0.069 0.09
H 1.604 -2.053 -1.318 0.07

---

(7)
84
Properties=species:S:1:pos:R:3:mulliken_spin:R:1 method="wB97M-V/def2-TZVPD" total_charge=-2 e_lumo_ev="3.673 / 3.658" homo_lumo_gap_ev="4.455 / 6.653" relative_energy_ev=0.644 fmax_ev_per_a=0.87 spin_multiplicity=3
Ti -0.209 -0.530 -1.766 0.92
N 0.615 2.991 0.612 0.02
C -0.365 3.963 1.098 0.00
C -0.718 3.710 2.565 0.00
C -1.630 2.505 2.811 0.00
N -0.883 1.265 2.649 0.00
C -2.856 2.577 1.901 0.00
C -2.574 2.792 0.415 0.00
N -2.050 1.577 -0.213 0.00
C -1.623 3.975 0.220 0.00
H 1.486 3.058 1.131 0.00
H 0.846 3.201 -0.354 0.00
H 0.407 1.447 0.191 0.01
H 0.059 4.979 1.054 0.00
H -1.218 4.609 2.947 0.00
H 0.202 3.583 3.146 0.00
H -2.008 2.595 3.841 0.00
H -1.394 0.536 2.170 0.00
H -0.499 0.918 3.516 0.00
H -3.472 3.415 2.248 0.00
H -3.458 1.671 2.028 0.00
H -3.534 3.065 -0.049 0.00
H -2.009 1.754 -1.217 0.00
H -2.765 0.852 -0.146 0.00
H -2.178 4.890 0.458 0.00
H -1.337 4.048 -0.833 0.00
N -0.071 -3.825 1.643 0.01
C -1.413 -3.659 1.938 0.00
C -2.279 -4.339 2.787 0.00
C -3.591 -3.900 2.807 0.00
C -4.022 -2.833 2.004 0.00
C -3.158 -2.154 1.166 0.00
C -1.829 -2.573 1.152 0.01
N -0.752 -2.084 0.428 -0.01
C 0.242 -2.866 0.718 -0.03
C 1.536 -2.716 0.075 0.05
C 2.733 -3.250 0.427 -0.02
S 3.954 -2.639 -0.592 0.00
C 2.786 -1.745 -1.454 0.04
N 1.569 -1.876 -1.009 0.00
H 0.527 -4.573 1.940 0.00
H -1.951 -5.172 3.396 0.00
H -4.306 -4.404 3.447 0.00
H -5.065 -2.544 2.025 0.00
H -3.510 -1.373 0.497 0.00
H 2.961 -3.866 1.281 0.01
H 3.051 -1.107 -2.284 0.00
O -4.481 -0.400 -1.160 0.00
Se -3.510 -0.520 -2.466 0.00
O -3.951 -1.675 -3.503 0.00
O -2.015 -1.039 -1.761 -0.01
O -3.175 0.919 -3.131 0.00
C -0.467 -0.055 -5.510 0.01
C 0.646 -0.958 -4.982 0.01
C 1.985 -0.225 -4.923 0.00
C 0.277 -1.588 -3.635 0.00
H -0.222 0.329 -6.506 0.00
H -0.642 0.794 -4.850 0.00
H -1.409 -0.604 -5.572 0.00
H 0.769 -1.768 -5.721 0.00
H 1.972 0.556 -4.160 0.00
H 2.227 0.246 -5.881 0.00
H 2.798 -0.921 -4.685 0.00
H 1.008 -2.379 -3.412 0.00
H -0.684 -2.108 -3.760 -0.01
O 4.912 2.478 0.955 0.02
S 4.470 1.188 0.467 0.03
O 5.432 0.506 -0.384 0.02
N 3.020 1.270 -0.248 0.18
C 2.115 0.605 0.485 0.23
O 0.822 0.533 0.059 -0.01
C 2.562 -0.038 1.656 -0.02
C 1.892 -0.833 2.619 0.11
C 2.623 -1.420 3.624 -0.11
C 4.023 -1.246 3.731 0.27
C 4.689 -0.440 2.808 -0.11
C 3.963 0.152 1.801 0.21
H 0.823 -0.991 2.538 0.08
H 2.112 -2.035 4.357 -0.01
H 4.569 -1.718 4.539 0.04
H 5.759 -0.282 2.878 0.00
S 0.393 3.947 -3.548 0.02
C 0.258 2.431 -2.978 0.06
N 0.187 1.344 -2.556 -0.03

---

(8)
83
Properties=species:S:1:pos:R:3:mulliken_spin:R:1 method="wB97M-V/def2-TZVPD" total_charge=-2 e_lumo_ev="4.142 / 4.139" homo_lumo_gap_ev="5.154 / 5.694" relative_energy_ev=1.573 fmax_ev_per_a=0.73 spin_multiplicity=5
Cr 0.266 0.562 -0.109 3.21
Cl -5.180 -2.124 2.886 0.00
C -3.943 -0.994 2.415 0.00
C -4.006 0.326 2.805 0.01
Cl -5.317 0.883 3.808 0.00
C -3.006 1.227 2.405 0.00
Cl -3.073 2.903 2.865 0.00
C -1.929 0.822 1.617 0.04
O -0.992 1.604 1.187 -0.02
C -1.843 -0.566 1.257 -0.06
O -0.793 -0.934 0.561 0.04
C -2.857 -1.433 1.633 0.00
Cl -2.755 -3.076 1.083 0.00
S -1.116 1.206 -1.871 0.30
Sb -1.033 -1.221 -2.550 0.31
C -3.127 -1.445 -3.000 0.00
C -4.038 -0.901 -2.096 0.03
C -5.406 -1.029 -2.303 0.00
C -5.883 -1.698 -3.421 0.00
C -4.987 -2.242 -4.333 0.00
C -3.620 -2.118 -4.116 0.00
C -0.448 -3.349 -2.825 0.26
C -1.320 -4.411 -3.057 -0.02
C -0.840 -5.711 -3.176 0.01
C 0.518 -5.968 -3.051 0.00
C 1.392 -4.921 -2.789 0.01
C 0.909 -3.625 -2.666 -0.06
C -0.410 -0.698 -4.552 -0.01
C 0.930 -0.816 -4.919 0.00
C 1.370 -0.411 -6.172 0.00
C 0.476 0.123 -7.090 0.00
C -0.858 0.266 -6.733 0.00
C -1.289 -0.134 -5.474 -0.01
H -3.670 -0.356 -1.232 -0.02
H -6.097 -0.604 -1.585 0.00
H -6.951 -1.794 -3.583 0.00
H -5.350 -2.762 -5.213 0.00
H -2.930 -2.543 -4.839 0.00
H -2.387 -4.238 -3.138 0.00
H -1.531 -6.528 -3.360 0.00
H 0.894 -6.982 -3.139 0.00
H 2.452 -5.114 -2.663 0.00
H 1.593 -2.816 -2.417 0.01
H 1.655 -1.189 -4.204 0.02
H 2.421 -0.499 -6.423 0.00
H 0.818 0.439 -8.069 0.00
H -1.566 0.701 -7.430 0.00
H -2.328 0.022 -5.207 0.00
C 1.349 0.403 7.088 0.00
C 0.604 -0.310 6.163 0.00
C 0.709 -0.013 4.807 0.00
C 1.557 0.999 4.373 0.02
C 2.300 1.715 5.309 0.00
C 2.198 1.419 6.659 0.00
As 1.691 1.292 2.445 -0.01
C 1.323 3.203 2.331 -0.09
C 0.620 3.896 3.308 0.00
C 0.247 5.217 3.097 0.00
C 0.566 5.851 1.906 0.00
C 1.252 5.156 0.919 -0.01
C 1.623 3.836 1.127 0.05
C 3.652 1.351 2.345 0.01
C 4.434 2.498 2.320 -0.01
C 5.819 2.406 2.244 0.00
C 6.439 1.167 2.196 0.00
C 5.662 0.015 2.216 0.00
C 4.281 0.109 2.282 0.01
H 1.272 0.171 8.143 0.00
H -0.065 -1.097 6.489 0.00
H 0.117 -0.565 4.086 0.00
H 2.965 2.505 4.979 0.00
H 2.781 1.980 7.380 0.00
H 0.336 3.406 4.231 0.00
H -0.319 5.740 3.859 0.00
H 0.259 6.876 1.735 0.00
H 1.480 5.630 -0.028 0.00
H 2.123 3.286 0.335 0.06
H 3.970 3.476 2.356 0.00
H 6.415 3.311 2.216 0.00
H 7.518 1.096 2.126 0.00
H 6.132 -0.959 2.152 0.00
H 3.684 -0.795 2.248 0.00
Se 2.190 -0.104 -1.158 -0.11